1.
13
Properties=species:S:1:pos:R:3:forces:R:3:mulliken_charge:R:1 method="wB97M-V/def2-TZVPD" relative_energy_ev=1.063 total_charge=+1
C -0.481216 -0.213396 -0.523984 -2.9412 -3.1075 -1.5407 -0.59
C -1.115814 0.857547 0.341658 3.5412 -0.6367 1.1626 -0.49
C 1.529944 0.884135 -0.144129 3.2522 3.1995 1.8429 -0.31
N 0.935599 -0.477810 -0.168226 0.8422 0.8374 2.9238 -0.21
S 0.295787 2.000903 0.704821 0.8715 -0.9233 -0.8448 0.00
Br 1.926164 1.397673 -2.023656 -0.1285 -0.3156 0.7648 0.00
H -1.151783 -1.182322 -0.645347 1.6838 1.5264 1.0524 0.35
H -0.526272 0.076790 -1.585505 0.6249 0.4385 0.5076 0.34
H -1.833071 1.272641 -0.236379 -2.2786 1.7030 -1.6559 0.38
H -1.481591 0.647327 1.320545 -0.4377 -0.9561 0.4070 0.38
H 2.727310 1.029985 0.479516 -4.0567 -0.9629 -1.9204 0.42
H 1.097597 -0.869984 0.832716 -0.6512 0.3887 -2.0393 0.40
H 1.551743 -0.927284 -0.825160 -0.3218 -1.1914 -0.6600 0.34

=====

2.
13
Properties=species:S:1:pos:R:3:forces:R:3:mulliken_charge:R:1 method="wB97M-V/def2-TZVPD" relative_energy_ev=0.000
C 1.581736 0.098364 0.666028 -2.6765 -1.8586 -0.8059 -1.01
C -0.008186 -0.089671 0.960569 1.6890 2.2209 -0.7521 -0.79
C -0.919697 -0.069837 -0.266734 -0.1644 -0.0254 0.2456 -0.08
S -0.907377 -1.575980 -1.311299 -0.0115 0.3680 0.5778 -0.05
S -0.629370 1.503871 -1.322192 -0.6364 -2.0139 0.6998 -0.11
Br -2.793543 -0.067611 0.361605 -0.0488 0.2403 0.3294 -0.09
H 1.743694 1.084750 0.253548 0.3831 0.0224 -0.0355 0.36
H 1.934236 -0.746651 -0.015786 -0.2087 1.2735 0.9891 0.26
H 1.899164 -0.022007 1.681849 1.1649 0.1302 0.2525 0.33
H -0.088279 -0.887067 1.685615 -0.6596 -0.5147 -0.3862 0.45
H -0.277948 0.851709 1.476789 0.0378 -0.4759 0.1390 0.36
H -0.014660 -0.964937 -2.039218 0.9511 -0.1506 -0.9627 0.17
H -1.519772 0.885067 -2.130773 0.1800 0.7838 -0.2908 0.19